(1)
Molecular formula: C11H23BiClINO2P
Method: DFT, wB97M-V/def2-TZVPD

## Properties
HOMO level (alpha / beta) = -16.03 / -15.99 eV
M = 603.621 g mol⁻¹
E_tot = -53099.954 eV
Energy relative to the best compared isomer or geometry (same formula, charge and spin) = 119.8 kJ/mol
Kohn-Sham gap (alpha / beta) = 7.36 / 4.77 eV
Total charge = +2

Each line ends with the Mulliken charge.
Positions of all 41 atoms, in Å:
1 C 0.632 -1.359 -1.742  -1.4637
2 I 1.623 2.417 -1.628  0.0852
3 H -0.046 -2.127 -2.107  0.5276
4 H 1.134 -1.706 -0.836  0.4236
5 H 1.337 -1.091 -2.513  0.4575
6 Bi -0.901 0.179 -0.978  1.1488
7 P -0.479 0.429 -3.934  0.4809
8 C 1.125 0.716 -4.809  -1.0340
9 C -1.130 -0.957 -4.948  -1.1371
10 H -2.438 1.833 -4.186  0.4019
11 H -1.399 1.862 -5.653  0.4224
12 H -0.922 2.781 -4.177  0.3502
13 C -1.406 1.872 -4.555  -1.0651
14 H -2.058 -1.332 -4.494  0.4038
15 H -1.328 -0.603 -5.974  0.4402
16 H 0.912 0.811 -5.887  0.4216
17 H 1.802 -0.132 -4.632  0.3737
18 H -0.389 -1.772 -4.970  0.3773
19 H 1.589 1.638 -4.428  0.3410
20 C 2.992 0.311 -1.057  0.1788
21 O 3.710 -0.504 -0.741  -0.1176
22 Cl -2.388 -1.799 -0.395  -0.4555
23 O 0.266 -0.306 1.034  -0.3877
24 C 0.051 -0.560 2.265  0.5001
25 C 1.193 -0.712 3.218  -0.7502
26 C 1.351 0.465 4.182  -0.5334
27 C 0.319 0.522 5.287  -0.6946
28 C -1.130 0.649 4.813  -0.5770
29 C -1.646 -0.594 4.105  -0.7560
30 N -1.197 -0.684 2.703  0.0597
31 H 1.046 -1.662 3.742  0.4183
32 H 2.089 -0.754 2.604  0.2960
33 H 2.343 0.385 4.642  0.3650
34 H 1.332 1.407 3.621  0.3115
35 H 0.393 -0.373 5.911  0.3294
36 H 0.555 1.384 5.923  0.3258
37 H -1.768 0.832 5.691  0.3520
38 H -1.231 1.532 4.174  0.3215
39 H -1.310 -1.500 4.634  0.2969
40 H -2.740 -0.554 4.104  0.4434
41 H -1.889 -0.945 1.989  0.1176

***

(2)
Molecular formula: C11H23BrCeNO2P2
Method: DFT, wB97M-V/def2-TZVPD

## Properties
HOMO level (alpha / beta) = -15.62 / -15.76 eV
M = 483.278 g mol⁻¹
E_tot = -118903.516 eV
Energy relative to the best compared isomer or geometry (same formula, charge and spin) = 0.0 kJ/mol
Spin multiplicity = 2
Kohn-Sham gap (alpha / beta) = 8.94 / 9.13 eV
Total charge = +2

Each line ends with the Löwdin spin population.
Positions of all 41 atoms, in Å:
1 Ce 1.094 -0.477 0.698  1.0129
2 P 0.511 1.706 2.332  -0.0021
3 C -1.181 0.888 2.127  0.0013
4 C -1.784 0.883 0.739  0.0009
5 N -0.950 0.484 -0.256  -0.0018
6 C -1.385 0.480 -1.542  0.0009
7 C -2.700 0.804 -1.849  -0.0002
8 C -3.588 1.139 -0.829  0.0009
9 C -3.115 1.189 0.485  0.0000
10 C -0.416 0.134 -2.649  0.0003
11 P 1.093 -0.820 -2.142  -0.0033
12 H -3.766 1.479 1.314  0.0000
13 H -3.006 0.735 -2.894  0.0000
14 H -4.632 1.354 -1.069  0.0000
15 H -0.972 -0.453 -3.399  0.0000
16 H -0.054 1.066 -3.125  0.0000
17 H -1.093 -0.181 2.487  0.0002
18 H -1.832 1.422 2.828  0.0002
19 H 1.030 -3.248 1.211  0.0000
20 O 0.453 -2.574 1.740  -0.0014
21 H -0.211 -3.087 2.226  0.0001
22 H 2.804 -2.799 0.387  0.0000
23 O 2.147 -3.530 0.185  0.0000
24 H 2.644 -4.330 -0.089  0.0000
25 C 0.518 -2.521 -2.494  -0.0003
26 H 0.374 -2.605 -3.580  -0.0001
27 H 1.274 -3.236 -2.143  0.0000
28 H -0.431 -2.734 -1.985  0.0000
29 C 2.202 -0.506 -3.551  -0.0010
30 H 3.197 -0.885 -3.281  0.0000
31 H 1.849 -1.010 -4.464  -0.0002
32 H 2.293 0.576 -3.728  0.0000
33 C 0.166 3.457 2.085  -0.0007
34 H -0.485 3.859 2.872  -0.0001
35 H 1.141 3.962 2.113  0.0000
36 H -0.277 3.627 1.097  0.0000
37 C 0.754 1.584 4.131  -0.0005
38 H 1.799 1.872 4.305  0.0000
39 H 0.090 2.260 4.687  -0.0001
40 H 0.618 0.553 4.488  0.0000
41 Br 3.829 -0.518 0.530  -0.0063

***

(3)
Molecular formula: C11H23LaN4O9P2S
Method: DFT, wB97M-V/def2-TZVPD

## Properties
HOMO level = -14.73 eV
M = 588.245 g mol⁻¹
E_tot = -66437.659 eV
Energy relative to the best compared isomer or geometry (same formula, charge and spin) = 25.0 kJ/mol
Kohn-Sham gap = 9.70 eV
Total charge = +2

Each line ends with the Mulliken charge.
Positions of all 51 atoms, in Å:
1 La -0.980 0.396 0.323  1.2143
2 C -1.429 4.978 -0.328  -1.6296
3 C -1.206 3.467 -0.225  0.7871
4 O -0.631 3.078 1.062  -0.4770
5 P 0.165 2.964 -1.331  0.8567
6 O 1.374 3.930 -1.063  -0.5814
7 O -0.220 3.313 -2.807  -0.4922
8 O 0.463 1.513 -1.099  -0.5382
9 P -2.872 2.550 -0.484  1.0141
10 O -2.414 1.579 -1.684  -0.4678
11 O -3.939 3.483 -0.823  -0.6668
12 O -2.860 1.551 0.669  -0.7140
13 H -0.508 5.500 -0.066  0.4497
14 H -2.234 5.282 0.341  0.4798
15 H -1.753 5.265 -1.328  0.4113
16 H -1.143 3.498 1.763  0.3543
17 H 1.818 3.822 -0.207  0.3608
18 H 0.179 4.103 -3.206  0.3640
19 H -2.856 1.719 -2.533  0.3186
20 C 0.261 -3.388 -3.452  -1.0525
21 C -0.749 -2.244 -3.525  -0.4495
22 C -1.655 -2.178 -2.330  0.1344
23 N -1.470 -1.424 -1.305  0.0186
24 N -2.413 -1.586 -0.295  -0.1377
25 C -3.313 -2.478 -0.613  0.5164
26 N -4.332 -2.820 0.190  -0.4137
27 S -3.074 -3.152 -2.174  -0.1423
28 H 0.932 -3.347 -4.309  0.3531
29 H -0.221 -4.367 -3.463  0.3443
30 H 0.865 -3.326 -2.546  0.2865
31 H -1.357 -2.330 -4.427  0.4035
32 H -0.243 -1.280 -3.580  0.1669
33 H -4.462 -2.349 1.069  0.2132
34 H -5.046 -3.465 -0.096  0.2035
35 O 0.032 -1.304 1.790  -0.7205
36 C 0.973 -0.560 2.176  0.7965
37 O 1.089 0.649 1.839  -0.8548
38 C 1.954 -1.157 3.166  0.1321
39 N 3.202 -0.296 3.137  -0.1906
40 C 4.075 -0.915 2.050  -0.5808
41 C 3.859 -2.409 2.237  -0.4723
42 C 2.452 -2.571 2.871  -0.7185
43 H 1.502 -1.024 4.150  0.4448
44 H 3.666 -0.318 4.043  0.3980
45 H 2.931 0.668 2.924  0.2721
46 H 5.087 -0.543 2.182  0.4613
47 H 3.669 -0.522 1.120  0.2106
48 H 4.625 -2.815 2.896  0.2926
49 H 3.956 -2.924 1.285  0.3522
50 H 2.519 -3.146 3.790  0.3587
51 H 1.734 -3.070 2.227  0.3302